Entry 1:
Here is 6 unconnected molecules or ions with the total composition C20H53IO5Si from the OMol25 dataset. Energies are from the ωB97M-V functional and the def2-TZVPD basis.

Structure (XYZ):
```
80
C20H53IO5Si the ωB97M-V functional and the def2-TZVPD basis
Si 8.8100 -4.8778 -2.5469
I 9.2350 -5.8723 -0.3650
H 8.2280 -3.5398 -2.3570
H 10.0966 -4.7883 -3.2602
H 7.8707 -5.7411 -3.2846
C 4.2770 -5.4680 -1.1329
C 5.2476 -4.3790 -0.7088
O 4.9117 -3.0858 -1.1735
C 3.6638 -2.5803 -0.7286
C 3.5394 -2.4525 0.7785
H 4.1467 -5.4623 -2.2160
H 4.6673 -6.4419 -0.8347
H 3.2967 -5.3497 -0.6695
H 6.2298 -4.5780 -1.1368
H 5.3721 -4.3830 0.3801
H 2.8405 -3.1877 -1.1247
H 3.5864 -1.5975 -1.1946
H 3.5449 -3.4237 1.2756
H 2.5985 -1.9641 1.0354
H 4.3616 -1.8598 1.1821
C -0.0635 -3.2371 4.6116
C 0.0715 -1.8652 3.9734
O 0.4673 -1.8967 2.6137
C -0.4169 -2.5717 1.7316
C -1.8045 -1.9640 1.6630
H 0.8569 -3.8089 4.4855
H -0.2596 -3.1273 5.6789
H -0.8862 -3.8105 4.1833
H 0.8568 -1.2982 4.4739
H -0.8602 -1.3002 4.0913
H -0.4703 -3.6384 1.9805
H 0.0650 -2.4983 0.7548
H -2.3554 -2.0659 2.5984
H -2.3956 -2.4506 0.8871
H -1.7302 -0.9023 1.4197
C -2.0827 3.3623 -1.1201
C -2.0897 2.2464 -0.0916
O -1.6701 0.9914 -0.5987
C -0.3468 0.9336 -1.1007
C 0.7216 1.2391 -0.0641
H -2.6724 3.0820 -1.9941
H -2.5086 4.2689 -0.6892
H -1.0751 3.6114 -1.4538
H -3.1042 2.0717 0.2694
H -1.4853 2.5314 0.7780
H -0.2345 1.5885 -1.9728
H -0.2346 -0.0922 -1.4537
H 0.6883 2.2778 0.2680
H 1.7092 1.0624 -0.4930
H 0.6043 0.5938 0.8088
C -0.0520 7.9179 -4.0279
C -0.3709 7.6592 -2.5654
O 0.0077 6.3727 -2.1092
C 1.3888 6.0692 -2.1908
C 2.2774 6.9918 -1.3745
H -0.4837 7.1378 -4.6560
H -0.4719 8.8779 -4.3304
H 1.0216 7.9552 -4.2161
H -1.4486 7.6982 -2.4075
H 0.0748 8.4390 -1.9368
H 1.7199 6.0506 -3.2358
H 1.4672 5.0491 -1.8129
H 2.2825 8.0105 -1.7641
H 3.3045 6.6262 -1.3971
H 1.9435 7.0230 -0.3368
C -7.1621 -3.0125 0.9160
C -6.4323 -2.4074 2.1031
O -5.2897 -1.6484 1.7541
C -5.5159 -0.5283 0.9166
C -6.4368 0.5196 1.5173
H -6.4749 -3.5985 0.3045
H -7.9576 -3.6696 1.2698
H -7.6209 -2.2522 0.2829
H -6.0484 -3.1996 2.7462
H -7.1249 -1.8098 2.7080
H -5.8913 -0.8474 -0.0628
H -4.5234 -0.1065 0.7539
H -7.4590 0.1564 1.6310
H -6.4696 1.3944 0.8665
H -6.0725 0.8305 2.4974
```

Output
Total charge: 0
SMILES: [SiH3]I.CCOCC.CCOCC.CCOCC.CCOCC.CCOCC
E_HOMO (eV): -9.506


Entry 2:
Here is a molecular structure, C20H53N3O10PSn2 from the OMol25 dataset. Energies are from the ωB97M-V functional and the def2-TZVPD basis.

Structure (XYZ):
```
89
C20H53N3O10PSn2 the ωB97M-V functional and the def2-TZVPD basis
Sn 2.5475 0.2539 -1.2520
Sn -2.6383 -4.5750 -1.7998
P -0.1008 -1.8656 -1.5179
O 1.2123 -2.0214 -2.3442
O -1.3226 -2.0300 -2.4881
O -0.2330 -0.4899 -0.8362
O -0.1317 -2.9786 -0.4188
C 2.7011 -3.6721 2.5430
C 2.3256 -2.2565 2.0789
C 3.1889 -1.1115 2.6319
O 2.3030 -2.3439 0.7509
H 2.7315 -3.7355 3.6307
H 3.6617 -3.8663 2.0658
H 2.0129 -4.3683 2.0637
H 1.2727 -2.1575 2.3429
H 3.4319 -1.4277 3.6463
H 2.6261 -0.1780 2.6236
H 4.1751 -1.1392 2.1685
H 1.4082 -2.5721 0.4885
C -0.4079 0.5279 3.3165
C -0.5712 1.0668 1.8565
C -0.4741 2.6349 1.8406
O 0.5334 0.5270 1.1713
H 0.3588 1.0187 3.9160
H -0.2951 -0.5523 3.2236
H -1.3351 0.8036 3.8188
H -1.4676 0.6164 1.4302
H -0.4534 3.0521 0.8338
H 0.2585 3.2473 2.3664
H -1.4709 2.8618 2.2187
H 0.1772 -0.0792 0.5176
C 5.6606 -0.4011 -3.8651
O 4.6971 0.6002 -3.4885
C 5.4299 1.7630 -3.3379
C 4.4658 2.8909 -3.0369
N 3.8089 2.8909 -1.7364
C 2.7586 3.9842 -1.6517
C 1.4832 3.8030 -2.4611
O 0.7981 2.7579 -1.8571
C -0.4964 2.5494 -2.3488
H 6.4590 -0.3548 -3.1245
H 5.9659 -0.2948 -4.9061
H 5.3145 -1.4316 -3.7856
H 5.9590 2.0709 -4.2398
H 6.2251 1.6394 -2.6027
H 3.7940 2.8519 -3.8943
H 4.9962 3.8416 -2.9819
H 4.5128 2.8815 -1.0121
H 3.1815 4.9881 -1.6886
H 2.4200 3.8008 -0.6319
H 1.7041 3.5210 -3.4906
H 0.9196 4.7357 -2.4373
H -1.2067 3.3279 -2.0704
H -0.9108 1.6262 -1.9438
H -0.6107 2.6657 -3.4265
C -4.3910 -0.1448 -2.7203
C -3.5477 0.6037 -1.6886
C -4.2859 1.7659 -0.8520
O -4.5684 2.9612 -1.4869
C -5.7992 3.5737 -1.0396
N -3.0067 -0.4429 -0.8236
H -5.1022 -0.7257 -2.1330
H -3.6970 -0.8044 -3.2412
H -4.9015 0.4835 -3.4501
H -2.7047 1.0040 -2.2517
H -3.7427 2.1399 0.0158
H -5.1827 1.2509 -0.5077
H -5.8779 3.7010 0.0401
H -6.6354 3.0154 -1.4606
H -5.7520 4.5394 -1.5428
H -2.5293 -1.0829 -1.4421
H -2.1824 -0.0052 -0.4376
C -3.3794 -2.5849 2.8308
C -2.0722 -2.7913 2.1302
C -1.2688 -4.0642 2.6249
O -1.2686 -4.1668 4.0377
C -0.2899 -3.3076 4.6122
N -2.4065 -2.7357 0.7578
H -4.1062 -3.3926 2.7450
H -3.8445 -1.6500 2.5180
H -3.1114 -2.4286 3.8758
H -1.4264 -1.9306 2.3046
H -0.2675 -4.0684 2.1941
H -1.8295 -4.9555 2.3432
H -0.3642 -3.2414 5.6977
H -0.4011 -2.2483 4.3805
H 0.7296 -3.5576 4.3184
H -1.5057 -2.8141 0.3077
H -2.6352 -1.7932 0.4758
```

Output
Total charge: +1
Relative energy (zero: lowest compared OMol25 entry of this formula, charge and spin) (kJ/mol): 294.7
E_HOMO (eV): -10.926


Entry 3:
Here is 5 unconnected molecules or ions with the total composition C20H53N7O8 from the OMol25 dataset. Energies are from the ωB97M-V functional and the def2-TZVPD basis.

Structure (XYZ):
```
88
C20H53N7O8 the ωB97M-V functional and the def2-TZVPD basis
C -4.1209 4.0335 5.5371
O -4.0393 2.8333 6.2811
C -3.4330 3.0267 7.5631
C -3.9668 1.8742 8.4730
N -5.4348 1.9461 8.5036
C -6.0997 0.6859 8.8243
C -5.5515 0.0632 10.1229
O -5.8135 0.8530 11.2472
C -5.3938 0.2245 12.4853
H -4.7843 4.6639 6.1292
H -4.4062 3.8293 4.5051
H -3.1963 4.6052 5.4572
H -3.4981 3.9987 8.0521
H -2.3852 2.7297 7.5186
H -3.4692 1.8100 9.4407
H -3.6418 0.9960 7.9151
H -5.4540 2.0462 7.4988
H -6.1230 -0.0096 7.9854
H -7.1031 1.0262 9.0803
H -4.5457 -0.3231 9.9578
H -6.1563 -0.8252 10.3051
H -5.7171 -0.8101 12.6008
H -5.8186 0.7458 13.3431
H -4.3184 0.2676 12.6578
C -2.6724 0.9073 21.0101
O -2.0281 0.7126 19.8203
C -2.8240 0.1617 18.7206
C -1.9049 -0.3247 17.6040
N -1.2758 0.8214 17.0008
C -0.4435 0.4569 15.8992
C -1.1128 -0.2293 14.7386
O -0.3215 -0.0905 13.5325
C -0.8426 -0.7940 12.4402
H -3.5165 0.2570 21.2396
H -3.0525 1.9243 20.9125
H -1.9957 0.9612 21.8629
H -3.5563 0.8704 18.3339
H -3.4538 -0.6186 19.1479
H -2.5007 -0.7980 16.8235
H -1.1357 -0.9999 17.9789
H -0.6718 1.2117 17.7100
H 0.4311 -0.0780 16.2694
H 0.0646 1.3545 15.5466
H -2.1582 0.0469 14.6013
H -1.2407 -1.2916 14.9464
H -0.6846 -1.8586 12.6129
H -0.2778 -0.5565 11.5387
H -1.8600 -0.5690 12.1200
C -6.7216 3.0898 19.2844
O -6.4037 4.2529 18.5421
C -5.7634 4.0758 17.3086
C -6.8317 3.6733 16.2109
N -7.5798 2.4317 16.3641
C -8.3729 2.1591 15.1256
C -9.6529 1.3883 15.4731
O -10.3164 2.0527 16.5286
C -11.6347 1.7221 16.7466
H -6.7375 3.2131 20.3673
H -6.0697 2.2372 19.0943
H -7.7563 2.8098 19.0863
H -4.8532 3.4762 17.3030
H -5.3428 5.0790 17.2406
H -6.2860 3.4930 15.2848
H -7.4668 4.5201 15.9504
H -8.2158 2.5866 17.1332
H -7.7028 1.7450 14.3723
H -8.8991 2.9870 14.6503
H -9.3099 0.3921 15.7525
H -10.2617 1.2775 14.5758
H -12.2055 2.4170 16.1306
H -11.9958 2.0466 17.7224
H -11.7757 0.6639 16.5267
C -5.6172 -0.5252 16.4753
O -4.9973 -1.5624 16.4244
N -5.1867 0.6907 16.2014
N -6.8275 -0.4507 16.7884
H -4.2538 1.0241 16.0050
H -5.9072 1.3951 16.2704
H -7.1288 0.5061 16.9062
H -7.5491 -1.1310 16.9797
C -8.2884 -3.5298 17.2960
O -8.7669 -2.4555 16.9036
N -9.0183 -4.5612 17.6599
N -7.0573 -3.6497 17.5429
H -8.5170 -5.1495 18.3100
H -10.0035 -4.4002 17.8130
H -6.5156 -2.8229 17.3355
H -6.7824 -4.5041 18.0060
```

Output
⟨S²⟩: 0.750
Total charge: -1
2S+1: 2
E_HOMO (alpha / beta) (eV): 0.857 / -6.492


Entry 4:
Here is 21 unconnected molecules or ions with the total composition C20H54BrFO20 from the OMol25 dataset. Energies are from the ωB97M-V functional and the def2-TZVPD basis.

Structure (XYZ):
```
96
C20H54BrFO20 the ωB97M-V functional and the def2-TZVPD basis
F 4.6798 -0.2557 2.8183
Br -0.7169 2.6969 2.6347
C -0.2573 0.6286 0.6076
C 0.0529 1.1248 1.8898
C 1.0223 -2.9427 -1.2832
C -3.3941 2.6939 -1.3749
C 0.3796 -2.9034 -0.0818
C 1.2413 -1.7459 -1.9568
C -3.5616 1.3749 -0.9410
C -2.2171 3.3056 -1.0972
C 1.7432 -0.2495 4.9591
C 3.0474 -0.4014 4.5454
C -0.0033 -1.7543 0.5438
C 0.8894 -0.5363 -1.3362
C -2.5360 0.6572 -0.3771
C -1.1246 2.6083 -0.5726
C 0.7647 0.2754 4.0921
C 2.4278 0.2945 2.3016
C 3.3883 -0.1119 3.2097
C 0.2776 -0.5723 -0.0369
C -1.2805 1.3237 -0.1376
C 1.1564 0.5585 2.7588
H 1.3684 -3.8944 -1.7722
H -4.0924 3.3215 -1.9209
H 0.1342 -3.7900 0.5669
H 1.9125 -1.8228 -2.8535
H -4.4806 0.8693 -1.2056
H -1.9908 4.2975 -1.4365
H 1.4886 -0.4740 5.9698
H 3.8167 -0.7250 5.2786
H -0.4791 -1.7422 1.5318
H 1.1489 0.4471 -1.8016
H -2.6454 -0.4586 -0.1508
H -0.1704 3.1344 -0.4030
H -0.2807 0.5636 4.3818
H 2.5606 0.5385 1.2071
O 1.9467 1.3197 -4.5194
H 1.6286 1.0292 -5.4349
H 1.1427 1.6332 -3.9912
O 0.3182 5.4404 0.8170
H 0.0712 5.9885 0.0032
H 0.1820 6.0160 1.6379
O -3.0159 0.0982 5.6090
H -4.0266 0.1364 5.6397
H -2.6557 0.9507 6.0179
O -0.6770 2.2622 -3.5687
H -1.0711 2.0395 -2.6638
H -1.3551 2.0138 -4.2775
O 2.9918 -4.1816 -3.8825
H 3.7347 -3.8898 -3.2606
H 3.1680 -5.1396 -4.1563
O -4.7696 -2.0320 0.5751
H -4.9273 -1.4483 1.3864
H -4.6627 -2.9875 0.8902
O 4.1807 -1.5470 8.1851
H 3.3996 -2.1900 8.1791
H 3.9278 -0.7491 8.7536
O 4.0337 -1.7897 0.2295
H 3.7668 -2.6355 0.7164
H 3.2833 -1.1183 0.3296
O 4.5528 -2.4797 -2.1805
H 4.5312 -2.1548 -1.2226
H 4.6255 -1.6721 -2.7857
O -1.2984 -3.6135 -3.2654
H -1.8299 -4.0388 -2.5169
H -0.4762 -3.1826 -2.8628
O -2.5877 6.7457 -2.4681
H -2.3502 6.7577 -1.4846
H -1.8545 6.2551 -2.9634
O -6.8038 -0.7465 -0.8932
H -6.0600 -1.1039 -0.3077
H -7.3324 -1.5335 -1.2467
O 2.1795 3.3325 0.7958
H 1.6281 4.1785 0.7325
H 2.6836 3.3497 1.6729
O -0.4335 5.4656 -3.3148
H 0.1751 5.2473 -2.5365
H -0.3527 4.7221 -3.9963
O 0.7801 -6.7745 0.9149
H 0.1585 -6.7941 1.7130
H 1.2441 -7.6717 0.8547
O 4.0916 0.2885 -3.1512
H 3.3222 0.4422 -3.7900
H 3.8699 0.7440 -2.2753
O -1.4625 -2.6399 4.0574
H -2.0026 -1.7873 4.1296
H -1.9648 -3.3730 4.5412
O -3.8769 -2.1760 -1.8823
H -4.2544 -1.9867 -0.9628
H -2.9837 -2.6373 -1.7674
O 3.3510 1.7874 -0.9844
H 2.8012 2.3145 -0.3184
H 4.1907 1.4692 -0.5181
O -3.8173 -0.3931 -3.9289
H -3.8277 -0.7812 -2.9946
H -3.5001 -1.1127 -4.5656
```

Output
Total charge: 0
Relative energy (zero: lowest compared OMol25 entry of this formula, charge and spin) (kJ/mol): 16.1
E_HOMO (eV): -8.396


Entry 5:
Here is a molecular structure, C20H54KN2O16P from the OMol25 dataset. Energies are from the ωB97M-V functional and the def2-TZVPD basis.

Structure (XYZ):
```
94
C20H54KN2O16P the ωB97M-V functional and the def2-TZVPD basis
K -2.5919 -10.0965 6.7385
P -0.8765 -12.8151 8.0073
O -0.2388 -13.2364 9.3454
O -0.8697 -13.9636 6.9920
O -0.2392 -11.5504 7.3734
O -2.4396 -12.4982 8.2961
C -2.3259 -9.2673 11.8230
C -2.6857 -10.4753 10.9888
O -2.5868 -10.3220 9.5951
O -0.9651 -8.8742 11.5800
H -2.4651 -9.4957 12.8853
H -2.9314 -8.3730 11.6312
H -3.7157 -10.7757 11.2548
H -2.1150 -11.3755 11.2489
H -2.4052 -11.2580 9.2363
H -0.5746 -8.5087 12.3748
C -5.2997 -13.9757 8.7969
C -5.7267 -12.5114 8.5444
O -4.8525 -11.8360 7.6418
O -4.3410 -14.0986 9.8116
H -4.9404 -14.3881 7.8492
H -6.1929 -14.5492 9.0739
H -5.6748 -11.9854 9.5056
H -6.7602 -12.5206 8.1839
H -3.9066 -12.0636 7.9115
H -3.4840 -13.7443 9.4049
C 1.5434 -8.2657 4.4390
C 1.5492 -9.3602 5.4673
O 0.2241 -9.5127 5.9412
O 0.5840 -8.5691 3.4385
H 2.5302 -8.0802 4.0223
H 1.1754 -7.3822 4.9892
H 2.2013 -9.1619 6.3253
H 1.8225 -10.3313 5.0383
H 0.1684 -10.4006 6.4280
H -0.1834 -8.9415 3.9075
C -2.4502 -8.9901 1.9336
C -3.2226 -9.2662 3.2071
O -2.5018 -8.7459 4.3183
O -2.9414 -9.7532 0.8189
H -1.4134 -9.2808 2.1150
H -2.4559 -7.9406 1.6428
H -3.3979 -10.3355 3.3340
H -4.2222 -8.8182 3.2178
H -2.8474 -7.8656 4.5261
H -2.4263 -10.5636 0.7994
C -7.9854 -6.3201 14.3734
O -7.1814 -6.5717 13.2427
C -7.1417 -5.4241 12.4006
C -6.1388 -5.6511 11.2705
N -6.3456 -6.8863 10.5529
C -5.2095 -7.2570 9.7428
C -5.4766 -8.3241 8.7227
O -6.3295 -7.8835 7.6902
C -6.3589 -8.8194 6.6235
H -8.5332 -7.2164 14.6687
H -8.7379 -5.5474 14.1972
H -7.3357 -6.0500 15.2106
H -6.7898 -4.5974 13.0282
H -8.1523 -5.2031 12.0387
H -5.1924 -5.7284 11.8126
H -6.1100 -4.7775 10.6053
H -7.2218 -6.9176 10.0535
H -4.3352 -7.5121 10.3392
H -4.8805 -6.4069 9.1055
H -5.8620 -9.2532 9.1661
H -4.4923 -8.6419 8.3642
H -7.2495 -8.5688 6.0434
H -6.4795 -9.8402 6.9929
H -5.4626 -8.7192 6.0062
C -5.0466 -5.7957 5.2469
O -3.7624 -6.3706 5.3186
C -2.9417 -5.5682 6.1554
C -1.5267 -6.1276 6.1815
N -1.4127 -7.2718 7.0643
C -1.3108 -7.0241 8.5046
C 0.0982 -6.6622 8.9157
O 0.8975 -7.7986 8.6705
C 2.2314 -7.6367 9.0590
H -5.0741 -4.8211 4.7409
H -5.4640 -5.6114 6.2401
H -5.7160 -6.4437 4.6848
H -3.3519 -5.4013 7.1574
H -2.9077 -4.5441 5.7529
H -0.8382 -5.3163 6.4682
H -1.2132 -6.3825 5.1678
H -0.6480 -7.8952 6.7909
H -1.6638 -7.9268 9.0121
H -2.0441 -6.2432 8.7391
H 0.1974 -6.3838 9.9729
H 0.4886 -5.8555 8.2768
H 2.7691 -8.5804 8.9741
H 2.2361 -7.4159 10.1369
H 2.7427 -6.8757 8.4567
```

Output
Total charge: -2
E_HOMO (eV): 0.580


Number 1: largest force on an atom 0.149 eV/Å, energy -47813.5153 eV. Number 2: largest force on an atom 4.726 eV/Å, energy -67485.0888 eV. Number 3: largest force on an atom 7.200 eV/Å, energy -48403.8914 eV. Number 4: largest force on an atom 4.223 eV/Å, energy -135324.0721 eV. Number 5: largest force on an atom 3.069 eV/Å, energy -82970.1326 eV.